The following is a DFT calculation (ωB97M-V with the def2-TZVPD basis set) of C16H22BN6OY as an isolated structure.

```
! wB97M-V def2-TZVPD RIJCOSX def2/J DEFGRID3
* xyz 2 1
Y 0.0091 0.0135 -0.0367
C -1.8758 -3.2585 0.1434
C -1.5510 -2.6926 -1.1971
C -1.8397 -3.1887 -2.4480
C -1.3118 -2.2712 -3.3600
C -1.3422 -2.3188 -4.8488
N -0.7366 -1.2771 -2.6756
N -0.8779 -1.5261 -1.3207
B 0.0005 0.0037 -3.1923
N 1.4811 0.0042 -2.6889
N 1.7743 0.0078 -1.3387
C 3.1174 0.0072 -1.2184
C 3.7677 0.0099 0.1224
C 3.6905 0.0035 -2.4727
C 2.6298 0.0016 -3.3784
C 2.6770 -0.0029 -4.8674
N -0.7363 1.2874 -2.6852
N -0.8792 1.5430 -1.3341
C -1.5516 2.7056 -1.2138
C -1.8758 3.2691 0.1271
C -1.8416 3.2006 -2.4678
C -1.3131 2.2814 -3.3740
C -1.3401 2.3200 -4.8631
H -2.4167 -4.1966 0.0401
H -0.9762 -3.4864 0.7207
H -2.5236 -2.5947 0.7218
H -2.3637 -4.0959 -2.6959
H -1.8612 -3.2152 -5.1778
H -1.8610 -1.4518 -5.2569
H -0.3332 -2.3351 -5.2599
H -0.0063 -0.0029 -4.3782
H 3.0420 0.0130 0.9453
H 4.3919 -0.8726 0.2589
H 4.3950 0.8909 0.2544
H 4.7390 0.0012 -2.7173
H 3.7104 -0.0040 -5.2038
H 2.1830 -0.8866 -5.2705
H 2.1834 0.8783 -5.2764
H -1.5122 2.6408 0.9497
H -1.4262 4.2524 0.2607
H -2.9523 3.3690 0.2617
H -2.3676 4.1077 -2.7121
H -1.8576 3.2144 -5.1998
H -0.3299 2.3332 -5.2715
H -1.8583 1.4503 -5.2663
O -0.0312 -0.0621 3.8217
C -0.0126 -0.0284 2.7100
*
```

The calculation puts the energy at -29646.624 eV.

---

The following is a DFT calculation (ωB97M-V with the def2-TZVPD basis set) of a 5-piece molecular cluster, C12H24INO18S4 overall.

```
! wB97M-V def2-TZVPD RIJCOSX def2/J DEFGRID3
* xyz 0 1
O 6.2907 -0.6077 -8.3461
S 5.6911 0.6677 -8.4972
O 6.3961 1.8523 -8.1722
O 4.2797 0.6454 -7.7466
C 3.2182 0.9934 -8.6465
C 3.7111 0.5056 -9.9944
O 5.1092 0.8249 -9.9780
H 3.0809 2.0758 -8.6317
H 2.3079 0.4980 -8.3210
H 3.2456 1.0197 -10.8299
H 3.5919 -0.5735 -10.1051
O -3.1305 4.9942 0.3830
S -3.5696 3.6512 0.2564
O -4.9403 3.3514 0.0550
O -3.0035 2.8252 1.5008
C -2.2255 1.7021 1.0516
C -1.6520 2.1607 -0.2691
O -2.7242 2.9041 -0.8727
H -2.8852 0.8413 0.9269
H -1.4576 1.4750 1.7842
H -1.3664 1.3371 -0.9170
H -0.8005 2.8278 -0.1227
O 0.9984 -1.7150 3.6742
S 0.2520 -0.6662 4.2681
O 0.8618 0.5754 4.5797
O -0.4987 -1.2494 5.5476
C -1.9191 -1.0341 5.4516
C -2.1900 -1.0566 3.9615
O -1.0574 -0.3657 3.4034
H -2.1640 -0.0675 5.8925
H -2.4323 -1.8254 5.9869
H -3.0997 -0.5304 3.6921
H -2.2128 -2.0737 3.5649
O -5.7160 -2.4808 3.4459
S -5.5373 -2.3072 4.8399
O -5.0327 -1.0859 5.3606
O -4.6461 -3.5186 5.3839
C -5.3275 -4.2128 6.4435
C -6.7948 -4.0326 6.1068
O -6.8679 -2.6794 5.6262
H -5.0689 -3.7468 7.3953
H -5.0131 -5.2521 6.4391
H -7.4454 -4.1301 6.9701
H -7.1186 -4.7087 5.3145
O 0.9767 -0.5618 -1.6844
C 1.7616 -0.1500 -0.8667
O 1.3626 0.6898 0.1546
N 3.0711 -0.5542 -0.7709
C 4.1027 0.3175 -0.2165
C 4.3491 1.6086 -0.9985
C 5.2227 1.4146 -2.2474
I 4.1114 1.5778 -4.0701
H 1.7482 1.5691 0.0336
H 3.3320 -1.0433 -1.6183
H 5.0297 -0.2618 -0.1739
H 3.8476 0.5466 0.8221
H 3.4066 2.0775 -1.2946
H 4.8498 2.3236 -0.3347
H 5.9772 2.1947 -2.3268
H 5.7136 0.4433 -2.2633
*
```

The calculation puts the energy at -102616.675 eV. The SMILES is O=S1(=O)OCCO1.O=S1(=O)OCCO1.O=S1(=O)OCCO1.O=S1(=O)OCCO1.O=C(O)NCCCI.

---

The following is a DFT calculation (ωB97M-V with the def2-TZVPD basis set) of a 11-piece molecular cluster, C42H61FO33 overall in a non-equilibrium geometry.

```
! wB97M-V def2-TZVPD RIJCOSX def2/J DEFGRID3
* xyz 0 1
O -14.6178 -25.8746 -6.0971
C -14.6699 -24.7013 -6.1911
O -14.5813 -23.8197 -5.1886
C -14.7913 -22.5008 -5.6752
C -14.5663 -22.6763 -7.1748
F -13.2169 -22.5018 -7.3647
O -14.8870 -24.0314 -7.3537
H -15.8185 -22.2293 -5.4068
H -14.1487 -21.8143 -5.1289
H -15.1463 -22.0313 -7.8283
C -12.3792 -18.3333 -1.5615
C -13.6336 -17.5622 -1.9382
C -14.3632 -16.8315 -0.8233
O -13.7862 -15.5256 -0.8097
C -13.1491 -15.3182 -1.9631
O -12.6732 -14.2750 -2.3051
O -13.0991 -16.4365 -2.6912
H -12.6613 -19.2594 -1.0487
H -11.9644 -17.7924 -0.7080
H -11.7782 -18.5813 -2.4280
H -14.4040 -18.0960 -2.4940
H -14.0928 -17.2645 0.1438
H -15.4470 -16.7359 -0.8603
C -9.0153 -23.5158 -2.5629
C -8.0065 -22.7222 -1.7798
C -8.1207 -22.7986 -0.2436
O -6.8564 -23.2218 0.2088
C -6.1049 -23.6109 -0.8231
O -5.0449 -24.1416 -0.7128
O -6.7144 -23.3291 -1.9918
H -10.0267 -23.2589 -2.2295
H -8.9192 -24.5898 -2.4017
H -8.9400 -23.2676 -3.6182
H -7.9831 -21.6585 -2.0324
H -8.9221 -23.5092 -0.0235
H -8.3836 -21.8072 0.1199
C -11.5382 -19.7560 -7.6754
C -11.6525 -19.4978 -9.1684
C -10.3231 -19.1932 -9.8435
O -10.0269 -20.3881 -10.5437
C -11.1290 -21.1523 -10.6301
O -11.1753 -22.1905 -11.1867
O -12.1631 -20.6082 -9.8950
H -10.8989 -20.6158 -7.4747
H -12.5471 -19.9081 -7.2959
H -11.0760 -18.8650 -7.2490
H -12.2249 -18.5850 -9.3470
H -9.5257 -19.0139 -9.1161
H -10.3410 -18.2541 -10.4002
C -11.4930 -21.2834 -4.2049
C -10.1726 -20.5211 -4.2345
C -8.9991 -21.2810 -4.8610
O -8.4847 -20.4205 -5.8844
C -9.3006 -19.3772 -6.0524
O -9.1580 -18.5161 -6.8738
O -10.2185 -19.3575 -5.0840
H -11.4143 -22.2224 -3.6680
H -11.7236 -21.3306 -5.2725
H -12.2780 -20.6833 -3.7401
H -9.9422 -20.0483 -3.2744
H -9.4252 -22.1136 -5.4257
H -8.2601 -21.5716 -4.1201
C -5.2596 -19.6236 -5.3610
C -5.1368 -21.0888 -5.6990
C -5.8560 -22.0390 -4.7649
O -6.6543 -22.8441 -5.6390
C -6.5611 -22.3947 -6.9023
O -7.2094 -22.7701 -7.8286
O -5.7931 -21.2776 -6.9690
H -5.2262 -19.4250 -4.2869
H -6.1605 -19.1402 -5.7427
H -4.4478 -19.0721 -5.8395
H -4.0753 -21.2604 -5.8949
H -6.4574 -21.4520 -4.0650
H -5.1554 -22.5578 -4.1116
C -10.6112 -22.1635 -8.4631
C -10.0824 -23.4576 -9.0200
C -11.1098 -24.4088 -9.5883
O -10.4844 -24.9299 -10.7610
C -9.4309 -24.1298 -11.0855
O -8.7470 -24.2794 -12.0526
O -9.2373 -23.2030 -10.1591
H -11.1372 -21.5122 -9.1595
H -9.7643 -21.5538 -8.1320
H -11.1609 -22.3961 -7.5458
H -9.4563 -23.9881 -8.3007
H -12.0732 -23.9578 -9.8386
H -11.3095 -25.2352 -8.9034
C -7.0252 -15.6432 -7.2931
C -7.3303 -14.1983 -6.9787
C -7.7709 -13.2607 -8.0908
O -8.8822 -12.5917 -7.5633
C -9.2513 -13.1221 -6.3793
O -10.2453 -12.8165 -5.8071
O -8.4206 -14.1297 -6.0437
H -7.9081 -16.2575 -7.4746
H -6.3785 -16.1498 -6.5757
H -6.4313 -15.7508 -8.2083
H -6.4803 -13.7845 -6.4269
H -7.9342 -13.7729 -9.0454
H -6.9446 -12.5985 -8.3653
C -9.5102 -15.9227 -2.5094
C -9.1467 -17.3083 -3.0079
C -7.8681 -17.4064 -3.7999
O -7.2951 -18.6386 -3.3312
C -7.8166 -18.9411 -2.1434
O -7.4717 -19.8925 -1.4915
O -8.9095 -18.2056 -1.9032
H -9.7673 -15.2312 -3.3117
H -8.6720 -15.5222 -1.9342
H -10.3715 -15.9433 -1.8444
H -9.9700 -17.7036 -3.6067
H -7.2503 -16.5086 -3.6883
H -7.9315 -17.5444 -4.8792
C -13.1256 -23.9746 -1.5449
C -14.0366 -22.8567 -2.0217
C -15.5288 -23.0836 -1.8083
O -15.9433 -21.9370 -1.0396
C -14.8955 -21.1192 -0.7936
O -14.9211 -20.1036 -0.1724
O -13.7857 -21.6301 -1.2983
H -13.6169 -24.8865 -1.8980
H -13.1876 -24.0753 -0.4605
H -12.1227 -23.8916 -1.9472
H -13.7373 -22.5420 -3.0221
H -15.7018 -23.9392 -1.1531
H -16.1464 -23.1610 -2.6991
O -12.1256 -24.3091 -5.0465
C -11.1067 -24.8819 -5.2709
O -9.9989 -24.2103 -5.6658
C -8.8796 -25.0918 -5.6126
C -9.5649 -26.4446 -5.6525
O -10.8679 -26.1854 -5.1135
H -8.1906 -24.9665 -6.4441
H -8.3270 -24.9556 -4.6853
H -9.0193 -27.2240 -5.1260
H -9.7057 -26.7891 -6.6802
*
```

The calculation puts the energy at -114827.612 eV. The SMILES is O=C1OC[C@@H](F)O1.C[C@H]1COC(=O)O1.C[C@H]1COC(=O)O1.C[C@H]1COC(=O)O1.C[C@H]1COC(=O)O1.C[C@H]1COC(=O)O1.C[C@H]1COC(=O)O1.C[C@H]1COC(=O)O1.C[C@H]1COC(=O)O1.C[C@H]1COC(=O)O1.O=C1OCCO1.

---

The following is a DFT calculation (ωB97M-V with the def2-TZVPD basis set) of a 7-piece molecular cluster, C48H59BF49N3O9P overall in a non-equilibrium geometry.

```
! wB97M-V def2-TZVPD RIJCOSX def2/J DEFGRID3
* xyz 1 1
C 3.3516 2.3157 2.6312
C 2.4098 2.6330 3.8330
C 0.9123 2.1837 3.6206
C 0.8308 0.5976 3.7125
C 1.1517 0.0477 5.1470
C -0.4639 0.0462 3.1001
C -0.6241 -0.4499 1.7521
P 0.5879 -0.5462 0.3369
C 1.6616 -2.0649 0.4923
O 1.5313 0.8484 0.5447
N -1.9487 -0.8742 1.6590
C -2.4680 -1.4806 0.4122
C -3.0785 -0.4481 -0.5977
F -2.5265 -0.6508 -1.8529
C -2.6405 -0.6731 2.8164
C -4.1130 -1.0436 3.0521
C -5.0810 0.1832 3.2166
C -5.0543 1.1416 1.9597
C -3.9285 2.2252 2.0715
N -4.4783 3.5506 2.5143
C -3.6341 4.5383 1.8613
C -2.2928 5.0242 2.4576
O -4.0112 5.0132 0.8268
N -1.7282 -0.1042 3.6501
B -2.1513 0.2996 5.0426
C -2.2540 -0.8202 6.1923
O -2.4801 1.6436 5.2771
H 4.3933 2.5563 2.9688
H 3.1721 2.9335 1.7257
H 3.3717 1.2481 2.3196
H 2.3679 3.7499 3.9100
H 2.8008 2.2620 4.8055
H 0.2374 2.6642 4.3710
H 0.5494 2.4383 2.5945
H 1.6611 0.2403 3.0519
H 0.7711 -0.9825 5.3308
H 0.6003 0.7094 5.8728
H 2.2265 0.1418 5.4214
H 1.0227 -2.9690 0.3932
H 2.3533 -2.0480 -0.3892
H 2.2612 -2.0285 1.4292
H 2.4408 0.6732 0.2532
H -1.6644 -2.0538 -0.1104
H -3.2097 -2.2508 0.7374
H -4.1822 -0.6324 -0.6362
H -2.9430 0.5937 -0.2205
H -4.1618 -1.6218 4.0127
H -4.4531 -1.7552 2.2653
H -4.8907 0.7116 4.1759
H -6.1179 -0.2394 3.2448
H -4.9473 0.4727 1.0717
H -6.0453 1.6423 1.9020
H -3.4541 2.3382 1.0589
H -3.1286 1.9496 2.7960
H -5.4260 3.6412 2.1505
H -2.2272 4.8950 3.5624
H -2.1798 6.1049 2.2212
H -1.4283 4.4890 2.0035
H -3.2283 -0.6368 6.7115
H -1.3780 -0.7624 6.8724
H -2.3063 -1.8002 5.6678
H -3.4256 1.7197 5.4908
C -1.1622 -5.4332 -2.1776
C 0.1048 -5.5257 -1.3052
C 1.4131 -5.0685 -1.9546
F 1.7225 -5.7702 -3.0578
F 2.4472 -5.2364 -1.0869
F 0.2116 -6.7815 -0.8242
F -0.1053 -4.7212 -0.2121
O -1.5838 -6.6127 -2.8584
C -0.9765 -6.9286 -4.0742
C -0.1309 -8.2037 -3.9991
F 0.7986 -8.1321 -3.0251
F 0.5261 -8.4008 -5.1648
F -0.2798 -5.8653 -4.5250
F -1.9750 -7.1238 -4.9566
H -1.9820 -5.2272 -1.4868
H -1.1383 -4.5713 -2.8454
H 1.3676 -4.0107 -2.2127
H -0.7630 -9.0718 -3.7999
C -4.6383 -3.9827 11.5596
C -3.9146 -2.6687 11.9116
C -4.3775 -1.4116 11.1706
F -4.2413 -1.5096 9.8311
F -3.6320 -0.3474 11.5580
F -2.5819 -2.8512 11.7697
F -4.1230 -2.4502 13.2396
O -4.0232 -4.8410 10.5972
C -4.2212 -4.5687 9.2478
C -2.9343 -4.1317 8.5420
F -2.3625 -3.0714 9.1453
F -3.1965 -3.7645 7.2612
F -5.2240 -3.6799 9.1023
F -4.6526 -5.7164 8.6861
H -4.6341 -4.5761 12.4748
H -5.6945 -3.8223 11.3372
H -5.4225 -1.1894 11.4040
H -2.2050 -4.9442 8.5314
C 1.2839 -1.4766 -5.3097
C -0.0008 -2.1242 -4.7605
C -0.7845 -3.0144 -5.7276
F -1.1966 -2.3596 -6.8248
F -1.9024 -3.4857 -5.1109
F -0.7899 -1.1608 -4.2402
F 0.3773 -2.9124 -3.6994
O 1.1875 -0.1370 -5.7957
C 0.7283 0.0682 -7.0961
C -0.6300 0.7761 -7.1371
F -1.5628 0.1195 -6.4200
F -1.0899 0.8507 -8.4112
F 0.7309 -1.0977 -7.7672
F 1.6443 0.8524 -7.7029
H 1.9642 -1.3953 -4.4600
H 1.8018 -2.1253 -6.0162
H -0.1834 -3.8750 -6.0339
H -0.5501 1.7883 -6.7365
C 6.8455 -5.2031 -7.8861
C 7.2218 -4.8740 -6.4285
C 6.3227 -5.4628 -5.3383
F 5.0400 -5.0611 -5.4414
F 6.7571 -5.0620 -4.1170
F 7.3278 -3.5317 -6.2959
F 8.4747 -5.3700 -6.2260
O 6.0695 -4.2421 -8.6037
C 4.6895 -4.2441 -8.4255
C 4.1868 -2.9827 -7.7178
F 4.8012 -2.7865 -6.5348
F 2.8556 -3.0811 -7.4597
F 4.3106 -5.3769 -7.8036
F 4.1457 -4.2924 -9.6581
H 7.7882 -5.2349 -8.4340
H 6.4318 -6.2079 -7.9860
H 6.3536 -6.5557 -5.3613
H 4.3593 -2.0977 -8.3336
C 2.0590 8.3171 6.8177
C 3.5118 8.7973 6.6386
C 4.1713 8.4966 5.2905
F 4.2271 7.1776 5.0164
F 5.4491 8.9466 5.2931
F 4.2584 8.3216 7.6602
F 3.4971 10.1519 6.7849
O 1.8503 7.0664 7.4773
C 1.9638 5.8982 6.7317
C 3.1624 5.0432 7.1542
F 4.3159 5.7320 7.1022
F 3.2963 3.9774 6.3239
F 1.9703 6.1938 5.4163
F 0.8309 5.1940 6.9520
H 1.5889 9.0417 7.4838
H 1.4883 8.3814 5.8898
H 3.6404 9.0040 4.4798
H 3.0359 4.6787 8.1759
C 0.6111 3.8888 -9.9735
C 0.2227 4.5434 -8.6338
C -1.2705 4.7861 -8.4019
F -1.8208 5.5892 -9.3280
F -1.4570 5.3922 -7.2006
F 0.9305 5.6830 -8.4814
F 0.6529 3.7003 -7.6455
O 1.0205 4.7468 -11.0366
C 0.0341 5.3520 -11.8159
C -0.0105 6.8727 -11.6366
F -0.1677 7.2207 -10.3436
F -1.0529 7.3967 -12.3209
F -1.1542 4.7628 -11.5830
F 0.3439 5.0770 -13.0991
H 1.5020 3.2947 -9.7633
H -0.1341 3.1642 -10.3070
H -1.8174 3.8381 -8.3860
H 0.9133 7.3287 -11.9991
*
```

The calculation puts the energy at -216747.772 eV.

---

The following is a DFT calculation (ωB97M-V with the def2-TZVPD basis set) of a 6-piece molecular cluster, C36H30N6O12 overall in a non-equilibrium geometry.

```
! wB97M-V def2-TZVPD RIJCOSX def2/J DEFGRID3
* xyz 1 2
C -20.1315 -10.4369 -2.0548
C -20.5233 -11.7440 -2.3564
C -20.5315 -12.1443 -3.6765
C -20.1779 -11.2832 -4.7095
C -19.7627 -10.0210 -4.3521
C -19.7655 -9.5644 -3.0467
N -20.5012 -11.6969 -6.1029
O -20.6524 -12.9098 -6.3673
O -20.4815 -10.8569 -6.9943
H -20.0868 -10.1456 -1.0158
H -20.7751 -12.4742 -1.6016
H -20.9535 -13.1021 -3.9427
H -19.4130 -9.4151 -5.1749
H -19.5414 -8.5212 -2.8797
C -23.0092 -5.5243 -3.4983
C -22.4060 -6.7530 -3.6757
C -23.1912 -7.8353 -3.9364
C -24.5681 -7.7152 -4.1017
C -25.1454 -6.4798 -3.9599
C -24.3698 -5.4001 -3.7034
N -25.3667 -8.8825 -4.5671
O -26.5996 -8.8983 -4.4350
O -24.7943 -9.8288 -5.0914
H -22.4760 -4.6210 -3.2413
H -21.3261 -6.7666 -3.6666
H -22.7430 -8.7920 -4.1608
H -26.1869 -6.3547 -4.2168
H -24.7825 -4.4020 -3.6979
C -21.8469 -11.8494 -9.8926
C -21.7543 -11.1967 -11.1231
C -22.7365 -11.4169 -12.1117
C -23.7601 -12.3023 -11.8501
C -23.7513 -13.0926 -10.6834
C -22.8707 -12.7581 -9.6918
N -24.8350 -12.4731 -12.8286
O -26.0211 -12.5787 -12.4498
O -24.5565 -12.6770 -13.9900
H -21.1126 -11.6860 -9.1177
H -20.9156 -10.5734 -11.3959
H -22.7040 -10.8158 -13.0084
H -24.5503 -13.8015 -10.5236
H -22.8270 -13.3780 -8.8086
C -21.3589 -12.0059 5.6804
C -21.2016 -10.8635 4.9020
C -20.8547 -11.1243 3.5499
C -20.8224 -12.4478 2.9512
C -21.1092 -13.5492 3.8134
C -21.3354 -13.3167 5.2047
N -20.3381 -12.6330 1.5755
O -20.1427 -13.7783 1.2436
O -20.0336 -11.6240 0.8602
H -21.6669 -11.8167 6.6981
H -21.1364 -9.8456 5.2570
H -20.5109 -10.2551 3.0090
H -21.0822 -14.5503 3.4090
H -21.3857 -14.1829 5.8477
C -23.3357 -3.8994 1.0141
C -24.4038 -4.6673 0.5003
C -24.1472 -5.9706 0.0011
C -22.8405 -6.5092 0.0698
C -21.8013 -5.7359 0.6145
C -22.0866 -4.4514 1.0385
N -22.5687 -7.9076 -0.3447
O -23.4308 -8.3912 -1.0580
O -21.4714 -8.4626 0.0520
H -23.4933 -2.8880 1.3584
H -25.3778 -4.2009 0.4911
H -24.9342 -6.5965 -0.3930
H -20.7992 -6.0991 0.7883
H -21.2898 -3.9164 1.5337
C -17.6539 -11.1350 -10.4794
C -18.0493 -9.8670 -11.0200
C -18.1564 -8.7790 -10.1341
C -17.9539 -8.8937 -8.7276
C -17.6976 -10.1704 -8.2453
C -17.5324 -11.2634 -9.0936
N -18.0594 -7.7220 -7.8792
O -17.9386 -6.6117 -8.3159
O -18.2617 -7.8893 -6.6926
H -17.4671 -11.9906 -11.1113
H -18.1751 -9.6961 -12.0790
H -18.2892 -7.8088 -10.5895
H -17.6186 -10.3934 -7.1916
H -17.2777 -12.1699 -8.5647
*
```

The calculation puts the energy at -71301.398 eV. Its energy above the lowest of the compared OMol25 structures with the same formula, charge and spin is 8.3 kcal/mol.

---

Question: Look up the energy of the first one.
Answer: -29646.624 eV